No. 1
An isolated molecule of C31H24N2O5. Source: the OMol25 dataset; level of theory: the ωB97M-V functional and the def2-TZVPD basis.

```
62
Properties=species:S:1:pos:R:3:mulliken_charge:R:1
C 1.528 2.039 2.731 1.891
C -1.362 0.367 -2.820 -0.197
O 2.327 0.572 0.755 -0.576
H 2.677 1.465 -5.353 0.408
H 5.137 1.497 0.944 0.399
C -2.872 -2.621 1.184 -0.414
N -2.049 -0.424 0.392 0.241
H 5.381 1.419 -1.465 0.511
C -0.487 -0.309 -3.704 -0.395
C -2.705 -3.517 0.128 0.024
C 3.370 1.801 -2.049 0.609
C 1.732 0.768 3.585 -0.091
C -0.403 0.800 1.611 0.339
C -1.171 -1.347 2.397 -1.346
H 0.837 -1.075 4.203 0.462
H -3.495 -1.352 -0.799 0.508
C 2.340 2.668 -1.714 -0.104
C -3.492 -4.648 0.042 -0.931
C 1.245 3.210 3.673 -2.064
H -3.362 -5.344 -0.774 0.486
H 1.154 4.126 3.093 0.413
H -3.947 -2.199 2.987 0.536
O -1.416 -1.807 -2.348 -0.207
C -4.621 -4.013 2.083 -0.899
H -1.948 -3.333 -0.618 0.569
H 4.401 2.970 0.313 0.352
H -0.076 -2.494 -3.762 0.494
H 2.070 3.301 4.375 0.481
O 0.327 2.909 0.870 -0.714
C 3.035 1.509 1.046 0.773
H -5.365 -4.216 2.838 0.465
O 2.735 0.689 4.274 -0.687
C -1.269 0.663 0.572 -0.677
H -1.338 1.444 -0.170 0.588
C 0.721 -0.242 3.527 -0.947
C -1.909 -0.591 -2.017 0.350
H 0.840 3.001 -4.730 0.413
C -0.560 -1.623 -3.368 -0.751
C -5.271 -6.053 0.926 0.026
H 4.270 0.702 -3.649 0.427
H -3.422 0.423 -0.928 0.424
C 3.472 1.377 -3.372 -0.516
C -0.254 -0.259 2.574 1.019
C -4.458 -4.898 1.016 0.498
C -2.005 -1.434 1.330 0.985
H 0.638 3.761 -2.383 0.511
C 4.377 1.271 -1.059 -0.849
C 1.545 2.664 -3.983 -0.616
O 2.760 2.341 2.044 -0.437
H -1.555 1.419 -2.797 0.531
C 0.444 1.986 1.652 0.070
C 4.314 1.883 0.338 -1.068
C -3.827 -2.887 2.164 -0.387
H 0.321 3.028 4.218 0.391
H 2.214 3.022 -0.704 0.256
C -2.827 -0.490 -0.840 -1.268
H 4.215 0.193 -0.964 0.346
C 2.574 1.804 -4.331 -0.584
H 0.118 0.132 -4.467 0.501
H -1.151 -2.156 3.110 0.562
N -5.933 -6.985 0.849 -0.505
C 1.434 3.091 -2.673 -0.625
```

Output
Gap between HOMO and LUMO: 0.268 Ha
Charge: 0
HOMO: -7.8 eV
SMILES: C[C@@]1(OC(=O)CCc2ccccc2)C(=O)C=C2C=C(c3ccc(C#N)cc3)N(Cc3ccco3)C=C2C1=O

***

No. 2
C31H24N3O7PS2Ta as an isolated structure. Source: the OMol25 dataset; level of theory: the ωB97M-V functional and the def2-TZVPD basis.

```
69
Properties=species:S:1:pos:R:3:mulliken_charge:R:1
H 2.981 -3.635 -3.225 0.418
H -3.802 0.708 1.817 0.604
C 1.740 3.759 5.673 -0.245
H -0.331 4.230 5.328 0.460
C 2.422 0.479 -0.331 0.078
P -1.129 -0.377 -1.071 1.445
H 2.373 -1.489 -4.277 0.456
H -1.864 1.940 -2.729 0.427
C -4.915 2.235 0.784 -0.969
H 3.908 -4.223 1.799 0.531
C 1.857 -1.821 -3.391 -0.886
O 5.408 -3.349 -1.615 -0.594
C 3.810 -1.588 -0.337 -0.438
C -3.776 1.541 1.129 -0.484
C -2.197 -0.177 -2.534 0.305
N 1.518 2.213 3.428 0.328
H -5.696 3.819 -0.434 0.445
C -3.128 1.175 -4.280 -0.846
H -4.092 -2.041 -4.622 0.442
C 1.551 -3.437 -1.643 -0.615
H 0.570 -0.107 -3.309 0.481
O -1.142 -0.200 1.802 -0.325
C 2.202 -1.323 1.435 -0.632
C -1.309 -1.427 1.371 0.131
C 3.587 -3.279 1.386 -0.421
H 0.076 -3.000 -0.175 0.193
S -0.797 3.273 -0.535 -0.470
C 0.549 -2.663 -1.084 -0.619
H -3.229 2.132 -4.768 0.457
C -2.352 1.065 -3.138 -0.017
O 1.445 1.508 2.314 -0.879
C -2.092 -1.478 0.061 -0.858
C 2.202 -3.026 -2.795 -0.649
C -4.810 3.288 -0.125 -0.236
H 3.473 1.646 3.666 0.517
H 3.787 3.057 5.703 0.432
H -5.864 1.965 1.215 0.458
H 1.437 -0.742 1.930 0.946
H -3.422 4.465 -1.287 0.508
C 0.543 3.688 5.002 -0.851
H 4.306 -1.229 -1.227 0.547
H 1.826 -4.368 -1.170 0.543
C -2.811 -1.301 -3.081 -0.578
Ta -0.306 1.293 0.932 1.325
C -3.565 3.649 -0.600 -0.616
C 0.852 -1.044 -2.848 -0.855
O 1.194 0.856 -0.027 0.117
O 3.147 1.123 -1.042 -0.592
H -2.656 -2.270 -2.631 0.344
C 4.168 -2.810 0.214 -0.337
C 2.832 3.022 5.208 -0.731
N -2.571 1.865 0.652 0.224
C -2.454 2.933 -0.156 0.562
O 5.598 -4.578 0.141 -0.622
O -0.844 -2.398 1.901 -0.539
C 0.183 -1.468 -1.700 0.823
C -3.603 -1.175 -4.206 -0.785
C 2.686 2.248 4.090 -0.313
C 2.599 -2.526 1.995 -1.137
C 0.433 2.902 3.849 0.884
H 1.839 4.378 6.550 0.420
H -3.083 -1.033 0.181 0.529
S -1.004 2.765 2.923 -0.534
H -4.387 0.164 -5.683 0.407
H 2.126 -2.882 2.897 0.498
H -2.186 -2.504 -0.298 0.708
C -3.767 0.064 -4.805 -0.506
N 5.145 -3.641 -0.472 1.073
C 2.811 -0.839 0.276 1.113
```

Output
Energy relative to the best compared isomer or geometry (same formula, charge and spin): 54.4 kJ/mol
Gap between HOMO and LUMO: 0.281 Ha
Charge: +1
HOMO: -11.4 eV

***

No. 3
C31H25Br2GeMnN2O2Se2Te2 as an isolated structure. Source: the OMol25 dataset; level of theory: the ωB97M-V functional and the def2-TZVPD basis.

```
68
Properties=species:S:1:pos:R:3:mulliken_charge:R:1
H 2.622 -1.726 -3.382 0.438
C 3.356 2.360 4.186 -0.657
C -6.386 1.496 -1.793 -0.057
Te -0.021 5.144 -1.130 0.033
H 4.188 0.141 -3.836 0.408
C -1.437 0.691 1.034 0.712
C 3.181 -2.729 1.469 -0.422
H 3.320 4.506 4.208 0.397
H -3.807 3.639 -2.055 0.543
Te 1.311 3.327 -2.606 0.115
N -2.064 -0.409 -1.887 0.936
C -1.440 -2.673 -2.236 -0.571
H 1.541 -1.918 -1.182 0.742
C 3.669 0.082 -2.887 -0.600
H -0.894 1.547 2.834 0.133
H -6.140 -0.637 -1.727 0.534
C 3.911 1.023 -1.898 -0.782
C 3.237 0.955 -0.677 -0.570
C -5.739 2.712 -1.918 -0.896
N -3.633 1.597 -1.900 0.474
C 2.953 1.206 3.521 -0.579
C 3.022 3.609 3.680 -0.590
H 0.402 -0.286 3.688 0.503
C -1.201 0.552 2.491 -0.801
H 4.637 1.812 -2.066 0.471
H 2.038 4.677 2.098 0.348
O -2.583 0.891 0.506 -0.654
Mn -1.784 1.416 -1.243 -0.789
C -2.771 -3.042 -2.159 -0.455
C 2.787 -0.962 -2.631 -0.486
C 2.231 1.288 2.328 0.166
Br -8.244 1.424 -1.626 -0.105
C -4.274 0.410 -1.855 0.659
H -0.108 -0.978 -2.142 0.262
Ge 1.463 -0.279 1.405 2.290
H 0.253 -5.161 0.828 0.452
C 1.914 2.550 1.824 0.126
C -4.360 2.716 -1.966 -0.218
C -5.647 0.322 -1.790 -0.738
C 3.427 -4.089 1.327 -0.738
C -1.127 -1.334 -2.099 -0.242
H 3.210 0.239 3.939 0.419
C 2.151 -1.045 -1.399 -0.890
C -3.755 -2.072 -2.019 -0.536
H -6.287 3.642 -1.961 0.437
H 4.019 -2.056 1.616 0.367
H 1.366 2.633 0.889 0.086
C 2.376 -4.966 1.088 -0.489
C 0.833 -3.120 1.177 -0.014
H -0.192 -2.764 1.118 0.240
H -0.465 -1.474 2.706 0.572
C 2.327 -0.068 -0.412 0.367
C -0.077 -0.459 2.726 -1.218
C -3.362 -0.758 -1.900 0.447
O -0.443 0.636 0.242 0.318
H 3.927 2.283 5.103 0.420
Se -0.655 1.935 -3.190 -0.156
H 2.569 -6.024 0.965 0.401
Se -1.633 3.611 -0.112 -0.003
H -4.800 -2.346 -2.012 0.497
H 4.441 -4.465 1.389 0.417
H 3.449 1.702 0.075 0.383
Br -3.253 -4.844 -2.260 -0.111
C 1.878 -2.227 1.407 -0.137
H -0.657 -3.401 -2.393 0.572
H -2.151 0.317 2.972 0.499
C 2.300 3.704 2.498 -0.784
C 1.077 -4.481 1.009 -0.896
```

Output
<S²>: 3.80
Gap between HOMO and LUMO (spin up / spin down): 0.242 / 0.190 Ha
Charge: +1
HOMO (spin up / spin down): -10.5 / -10.5 eV
2S+1: 4

***

No. 4
C31H25BrF4N2OPS4V as an isolated structure. Source: the OMol25 dataset; level of theory: the ωB97M-V functional and the def2-TZVPD basis.

```
70
Properties=species:S:1:pos:R:3:mulliken_charge:R:1
H 5.099 2.586 -0.148 0.320
C -1.808 4.574 -2.092 0.264
C -0.964 -0.440 3.571 -0.880
C -2.677 3.569 0.297 -0.138
C 5.768 -0.476 0.003 -1.009
F -3.345 5.718 0.930 -0.275
H 5.366 -1.063 -0.822 0.267
C 3.593 -5.610 -1.089 -0.666
H -2.149 -1.119 1.924 0.396
C -2.806 4.911 0.036 0.384
H -0.314 2.735 1.466 0.462
C -2.467 -2.486 -2.341 0.463
S 1.287 0.783 -0.794 -0.157
H 0.582 -6.352 -2.479 0.436
C -4.452 0.389 -1.280 -0.826
C -2.369 5.414 -1.162 0.590
H 4.428 -1.225 1.522 0.476
H 0.255 0.492 5.068 0.442
C 4.724 -0.277 1.093 -0.643
C -0.513 1.850 2.055 -0.846
C 0.057 1.721 3.313 -0.613
C -6.524 -0.033 -0.144 -0.553
H 2.339 2.111 1.112 -0.212
S -3.443 -3.462 -3.151 -0.127
C 2.580 -0.176 -0.103 0.321
V -0.572 -0.768 -1.117 0.337
H -6.455 0.054 1.999 0.437
C 2.127 -3.714 -1.020 0.607
N 3.497 0.436 0.624 0.153
C -1.662 3.229 -1.825 -0.294
C 4.032 2.795 -0.035 -1.098
H 0.160 -3.999 -1.851 0.289
Br -0.954 2.217 -3.236 -0.032
H -1.146 -1.331 4.160 0.486
C -1.537 -0.315 2.309 -0.461
H 3.551 2.692 -1.010 0.270
H 6.628 -1.009 0.420 0.363
C -1.335 0.842 1.553 1.246
C -3.816 0.560 -0.051 1.210
H 4.551 -6.068 -0.873 0.419
H -3.886 0.466 -2.203 0.359
C -5.892 0.146 1.077 -0.731
H 2.771 -7.388 -1.970 0.396
C 1.117 -4.455 -1.637 -0.067
H -7.581 -0.272 -0.176 0.409
C 3.367 -4.290 -0.746 -0.531
H 0.680 2.518 3.705 0.487
C 2.589 -6.350 -1.708 -0.393
S -2.359 -2.262 -0.622 -0.410
H 4.136 -3.698 -0.265 0.415
F -3.135 3.164 1.477 -0.394
C 1.356 -5.774 -1.988 -0.794
C 3.387 1.873 0.989 -0.261
P -2.042 0.913 -0.132 0.483
N 2.815 -1.514 -0.338 -0.285
H -6.294 -0.046 -2.282 0.452
O 0.590 -1.906 -0.686 -0.283
H 6.122 0.481 -0.388 0.312
F -1.422 5.099 -3.249 -0.312
H -4.054 0.598 2.087 0.455
C 1.886 -2.319 -0.663 0.310
C -4.535 0.446 1.129 -0.138
C -5.805 0.096 -1.327 -0.675
C -0.176 0.580 4.076 -0.668
H 5.133 0.335 1.890 0.389
H 3.926 3.832 0.293 0.431
C -2.088 2.685 -0.602 0.326
F -2.499 6.698 -1.420 -0.273
H 3.865 1.985 1.956 0.483
S -1.284 -1.397 -3.110 -0.298
```

Output
Energy relative to the best compared isomer or geometry (same formula, charge and spin): 90.1 kJ/mol
<S²>: 0.78
Gap between HOMO and LUMO (spin up / spin down): 0.243 / 0.261 Ha
Charge: +1
HOMO (spin up / spin down): -10.9 / -11.0 eV
2S+1: 2

***

Result set for max |F|: 0.019, 0.068, 0.026, 0.071 hartree/bohr, one per record in the order listed.
Result set for E: -45753.84630, -83846.31632, -412823.75634, -196805.50290 eV, one per record in the order listed.